Density functional theory data (ωB97M-V/def2-TZVPD) for a structure of composition C22H35Cl2HgN4O3Se.

The HOMO-LUMO gap (alpha / beta) comes out at 6.50 / 4.89 eV. Its net charge is -1. The calculation puts the energy above the lowest of the compared OMol25 structures with the same formula, charge and spin at 308.8 kJ/mol.

Positions of all 68 atoms, in Å:
O 1.5293 2.2847 -2.1413
C 1.1629 1.8890 -3.2429
C 1.8021 2.6080 -4.3633
C 2.4148 3.8646 -4.0617
H 2.3046 4.2903 -3.0474
C 3.1271 4.5129 -5.0653
H 3.6520 5.4367 -4.8034
C 3.1842 3.9975 -6.3727
H 3.6656 4.5592 -7.1774
C 2.4911 2.8130 -6.6912
H 2.5356 2.4159 -7.7134
C 1.7776 2.1412 -5.6928
H 1.1719 1.2518 -5.9146
H 0.5808 0.8694 -3.4197
C -1.7636 1.7279 -3.7041
C -1.0151 0.6134 -3.0676
H -2.8742 1.7487 -3.7989
H -1.3032 1.8908 -4.6959
H -1.4392 2.5857 -3.0605
C -1.2202 -0.0978 -1.9556
C -2.5814 -0.5028 -1.3825
H -0.3836 -0.3445 -1.2672
H -3.3675 -0.1432 -2.0586
H -2.7575 -0.0912 -0.3820
H -2.6732 -1.5871 -1.2534
Hg 2.5320 1.6431 -0.1084
Cl 0.1635 2.4229 0.4412
Cl 2.4017 -0.6916 -1.8654
C -1.5219 0.2648 2.5120
O -0.8266 -0.6729 2.1172
N -2.2728 0.2382 3.6405
C -2.1565 -0.8917 4.5509
C -3.2022 1.3003 4.0080
H -1.6185 1.2011 1.9362
H -1.7218 -1.7444 4.0084
H -3.1555 -1.1533 4.9370
H -1.5113 -0.6512 5.4191
H -3.2692 1.9880 3.1583
H -2.8548 1.8477 4.9002
H -4.1898 0.8638 4.2253
H 0.8848 -6.2968 0.5036
H 3.0236 -5.3252 -0.8247
C 0.3033 -5.6979 -0.2143
C 2.2625 -4.8283 -1.4525
N 1.0637 -4.5480 -0.6739
H -0.6335 -5.3715 0.2470
C 0.7065 -3.2864 -0.3217
O -0.2077 -2.9880 0.4319
H 2.6471 -3.8719 -1.8312
H 1.3241 -2.5079 -0.8458
H 0.0933 -6.3473 -1.0739
H 1.9967 -5.4994 -2.2831
C 2.4754 2.2640 2.8492
N 2.0676 0.9435 3.2611
C 1.5910 0.6840 4.5313
C 1.4411 -0.6521 4.6245
N 1.7991 -1.1864 3.4034
C 1.7931 -2.5753 3.0831
C 2.2979 -0.2237 2.5853
Se 3.2352 -0.5677 1.0339
H 3.3094 2.1844 2.1181
H 2.8147 2.8197 3.7420
H 1.6254 2.7987 2.3759
H 1.4765 1.4937 5.2496
H 1.1705 -1.2808 5.4502
H 1.8394 -3.1298 4.0167
H 0.9142 -2.8528 2.4997
H 2.6724 -2.7917 2.4802

Forces on atoms 1 to 3 (eV/Å):
-1.85 -0.27 -1.66
2.52 -0.61 1.03
-0.33 1.56 -1.28

---

Density functional theory data (ωB97M-V/def2-TZVPD) for a cluster of 2 separate species, C6H13BrNO in total.

The HOMO-LUMO gap (alpha / beta) comes out at 7.45 / 8.58 eV. Its net charge is +1. The calculation puts the energy above the lowest of the compared OMol25 structures with the same formula, charge and spin at 358.6 kJ/mol.

Positions of all 22 atoms, in Å:
C 0.9221 0.7249 0.3040
C -0.0543 0.2907 -0.3837
C 3.2481 -0.2363 0.3807
C -2.5381 -0.5352 1.6635
C 2.3643 0.9464 -0.1895
C -2.4860 -0.4673 0.2148
N -0.2649 0.1171 -1.8565
O -3.2094 0.3577 -0.5454
Br -2.1489 -2.1600 -0.8106
H 1.0304 0.5739 1.3386
H 4.1771 -0.3787 -0.1942
H 3.3390 -0.2487 1.4196
H 2.7087 -1.3021 0.0996
H -2.7588 0.4962 2.1047
H -1.5921 -0.9372 2.0152
H -3.3451 -1.0902 2.1104
H 2.3845 0.8914 -1.2637
H 2.8852 1.9628 0.0531
H -0.1650 -0.9427 -1.9270
H 0.5212 0.6853 -2.2929
H -1.1782 0.3674 -2.1274
H -3.8399 0.8847 -0.1131

Forces on atoms 1 to 3 (eV/Å):
4.14 0.53 -0.47
-5.62 -1.03 -0.19
-2.11 -2.46 -3.64

---

Density functional theory data (ωB97M-V/def2-TZVPD) for a cluster of 8 separate species, C65H135F6N5O6 in total.

The HOMO-LUMO gap comes out at 4.93 eV. Its net charge is +2.

Positions of all 217 atoms, in Å:
C 1.3588 0.2990 -1.6548
C 0.2727 -0.4087 -2.4641
O -0.6897 0.3037 -2.8524
O 0.4643 -1.5869 -2.8786
H 1.0799 1.3387 -1.5073
H 2.2867 0.2084 -2.2260
H 1.7095 -0.1394 -0.7121
C -5.0483 -0.4074 5.0404
C -3.9797 0.6765 5.0351
C -2.5785 0.0450 5.0436
C -1.5330 1.1358 5.1607
N -0.0411 0.7833 5.0298
C 0.2520 -0.0228 3.7361
C 1.6431 0.3709 3.3141
C 2.0582 1.5763 4.2023
C 0.7583 2.0527 4.8617
C 0.3595 -0.0953 6.2275
C 0.6390 0.6439 7.5302
C 0.5148 -0.2151 8.7844
H -4.7587 -1.1805 5.7520
H -5.2139 -0.8720 4.0638
H -6.0145 0.0563 5.2430
H -3.9133 1.2085 5.9876
H -4.1554 1.3393 4.1883
H -2.4326 -0.5481 4.1336
H -2.6098 -0.6482 5.8886
H -1.6705 1.6771 6.0937
H -1.6314 1.7606 4.2686
H 0.1477 -1.0758 3.9992
H -0.5575 0.2179 3.0464
H 2.3502 -0.3999 3.6338
H 1.7640 0.5022 2.2418
H 2.7252 1.2431 4.9962
H 2.5171 2.3197 3.5550
H 1.0134 2.4712 5.8286
H 0.1949 2.6462 4.1394
H 1.2760 -0.6187 5.9513
H -0.4572 -0.8133 6.2502
H -0.0388 1.4911 7.6549
H 1.6770 0.9798 7.5015
H 0.9545 0.3474 9.6065
H 1.0443 -1.1588 8.6516
H -0.5276 -0.3755 9.0589
C 6.5680 -0.4835 -0.0433
C 5.2690 -0.1227 0.7144
C 5.4051 1.2604 1.3773
C 6.3424 1.2213 2.5958
N 6.7421 2.5625 3.1646
C 5.5629 3.4319 3.4784
C 6.0931 4.8664 3.5707
C 7.0954 4.8364 2.3873
C 7.4647 3.3693 2.1198
C 7.6824 2.4264 4.3762
C 7.1165 1.6655 5.5440
C 8.1524 1.3802 6.6442
H 7.3645 -0.7383 0.6583
H 6.9809 0.2663 -0.7170
H 6.3333 -1.3947 -0.5961
H 5.1997 -0.8729 1.5123
H 4.3906 -0.2347 0.0836
H 4.4402 1.5660 1.7903
H 5.7601 1.8919 0.5624
H 7.3244 0.8758 2.2634
H 5.9211 0.5734 3.3596
H 4.9644 3.1011 4.3288
H 4.8779 3.3666 2.6318
H 6.6191 4.9851 4.5166
H 5.3495 5.6456 3.4395
H 7.9592 5.4389 2.6771
H 6.7977 5.2444 1.4195
H 8.5086 3.0559 2.1213
H 7.1128 3.1307 1.1130
H 8.0798 3.4357 4.4356
H 8.4591 1.7796 3.9573
H 6.8130 0.6712 5.2119
H 6.2209 2.1617 5.9235
H 8.7002 2.2770 6.9546
H 9.0332 0.8646 6.2521
H 7.6591 0.9106 7.4873
C -1.3583 -8.7632 -2.3359
C -0.3370 -7.6450 -2.5888
C 0.0654 -6.9008 -1.3153
C -1.0626 -6.2207 -0.5816
N -0.5689 -5.2717 0.4869
C 0.1673 -4.0924 -0.2214
C -0.3152 -2.8301 0.4459
C -1.7111 -3.1081 0.9953
C -1.7109 -4.6142 1.3173
C 0.3999 -5.9283 1.4932
C -0.0877 -7.1357 2.2685
C 0.9163 -7.5034 3.3284
H -0.9731 -9.5946 -1.7383
H -1.6635 -9.2490 -3.2632
H -2.2676 -8.4561 -1.8154
H -0.7849 -7.0329 -3.3704
H 0.6515 -8.0279 -2.8447
H 0.7535 -6.1059 -1.6306
H 0.7405 -7.5082 -0.7094
H -1.7464 -6.9124 -0.0825
H -1.7314 -5.6745 -1.2502
H 1.2476 -4.2067 -0.2397
H -0.1822 -4.1854 -1.2468
H 0.2798 -2.5335 1.3115
H -0.3550 -2.0127 -0.2747
H -2.0305 -2.5567 1.8794
H -2.5243 -2.9162 0.2903
H -1.4684 -4.7678 2.3646
H -2.5589 -5.2276 1.0236
H 0.5511 -5.0722 2.1562
H 1.3620 -6.0054 0.9877
H -0.2926 -7.9874 1.6150
H -1.0744 -6.8821 2.6665
H 1.9498 -7.4746 2.9825
H 0.6040 -8.4229 3.8182
H 0.9513 -6.7603 4.1337
C -4.4918 0.4678 -9.6803
C -2.9924 0.1618 -9.7276
C -2.3189 -0.2505 -8.4363
C -2.7462 -1.6070 -7.8802
N -2.0680 -1.8561 -6.5443
C -2.4397 -3.2828 -6.1016
C -3.4453 -3.1478 -4.9541
C -2.9784 -1.8635 -4.3041
C -2.6166 -0.9484 -5.4551
C -0.5195 -1.7100 -6.5176
C 0.0798 -2.5154 -7.6453
C 1.6042 -2.5020 -7.6115
H -4.8952 0.7886 -10.6356
H -4.6861 1.2435 -8.9329
H -5.0356 -0.4089 -9.3153
H -2.5533 1.0692 -10.1456
H -2.9098 -0.6190 -10.4915
H -2.5297 0.5443 -7.7125
H -1.2339 -0.2535 -8.5410
H -2.6324 -2.4216 -8.5930
H -3.8093 -1.6188 -7.6311
H -1.5361 -3.8003 -5.7927
H -2.8415 -3.7897 -6.9754
H -3.5128 -4.1005 -4.4240
H -4.5002 -3.0669 -5.2378
H -2.1493 -2.0361 -3.6082
H -3.6280 -1.3007 -3.6287
H -2.0169 -0.0849 -5.1688
H -3.5297 -0.4908 -5.8451
H -0.2515 -2.1602 -5.5633
H -0.3972 -0.6328 -6.5676
H -0.2803 -2.2844 -8.6505
H -0.2161 -3.5686 -7.5759
H 2.0020 -3.3618 -8.1462
H 1.9557 -2.7113 -6.5944
H 1.9849 -1.5077 -7.8359
C -8.0975 1.2418 -4.0261
C -7.9752 1.1333 -2.5094
C -6.5119 1.3670 -2.0571
C -6.1879 1.0976 -0.6025
N -4.8544 1.5291 -0.1075
C -4.6228 0.9887 1.3252
C -3.1451 0.6925 1.4424
C -2.5356 0.9028 0.0734
C -3.7002 0.8590 -0.8756
C -4.5869 3.0356 -0.0305
C -5.8241 3.8783 0.2099
C -5.4668 5.3537 0.4076
H -8.8709 0.6217 -4.4762
H -7.1448 0.8867 -4.4230
H -8.3263 2.2673 -4.3127
H -8.1957 0.1020 -2.2136
H -8.5980 1.7978 -1.9106
H -6.2371 2.3954 -2.3146
H -5.9177 0.6921 -2.6799
H -6.2579 0.0073 -0.5542
H -6.8709 1.5116 0.1399
H -5.1607 1.6013 2.0437
H -5.1534 0.0356 1.2450
H -2.6372 1.3280 2.1740
H -2.9048 -0.3221 1.7686
H -1.9978 1.8460 0.1149
H -1.9138 0.0450 -0.1771
H -3.5345 1.5244 -1.7232
H -3.9729 -0.1022 -1.3066
H -4.0865 3.2803 -0.9661
H -3.9160 3.2126 0.8175
H -6.3535 3.5833 1.1175
H -6.4715 3.8757 -0.6695
H -5.0956 5.8138 -0.5140
H -4.6326 5.5018 1.0966
H -6.3441 5.9303 0.6901
C -2.4152 3.9119 2.8135
O -1.2793 3.2931 2.2009
O -3.3511 2.9699 3.0566
C -1.9431 4.9204 3.8744
F -0.8508 5.6113 3.4404
F -2.8632 5.8010 4.2345
F -1.4811 4.2590 4.9825
C -0.7769 3.7137 0.9432
C 0.6372 3.2106 0.9013
H 1.3454 3.6826 1.5843
H 0.6248 2.1178 0.9893
H 1.1825 3.3162 -0.0428
H -0.8361 4.7922 0.7855
H -1.3834 3.2151 0.1779
H -2.9375 4.5886 2.1044
C 5.5003 3.5587 -1.8067
O 5.7325 3.8258 -3.2398
O 6.4282 4.2497 -1.1578
C 4.0184 3.9015 -1.4991
F 3.2227 3.0617 -2.2314
F 3.7129 3.7289 -0.1915
F 3.5842 5.1022 -1.8951
C 5.6550 2.6992 -4.1175
C 6.0736 3.3301 -5.4663
H 5.8674 2.6599 -6.2992
H 5.5467 4.2737 -5.6036
H 7.1009 3.6371 -5.2733
H 4.6326 2.3160 -4.1206
H 6.4094 1.9406 -3.8876
H 5.6730 2.4658 -1.7785

Forces on atoms 1 to 3 (eV/Å):
0.54 -0.19 0.08
-0.32 0.01 -1.34
-0.32 0.04 0.60

---

Density functional theory data (ωB97M-V/def2-TZVPD) for the molecule C25H27N5.

As for the SMILES: Cc1cc(N2CCN(Cc3ccccc3)CC2)n2nc(C)c(-c3ccccc3)c2n1. The HOMO-LUMO gap comes out at 8.01 eV. Its net charge is 0. The calculation puts the energy above the lowest of the compared OMol25 structures with the same formula, charge and spin at 0.0 kJ/mol.

Positions of all 57 atoms, in Å:
C 0.6051 -3.9395 -1.0082
C 0.4218 -2.4548 -0.9950
C -0.8365 -1.8974 -1.2606
C -1.0187 -0.5205 -1.2371
N -2.2202 0.0651 -1.4363
C -3.4485 -0.6766 -1.2515
C -4.5279 0.2629 -0.6581
N -4.0054 1.3089 0.1805
C -3.6523 0.9593 1.5462
C -2.4244 0.1001 1.7579
C -2.5365 -1.2832 1.8413
C -1.4180 -2.0762 2.0268
C -0.1673 -1.4960 2.1496
C -0.0466 -0.1185 2.0973
C -1.1659 0.6721 1.9023
C -3.0771 2.1698 -0.5362
C -2.4320 1.4605 -1.7389
N 0.1021 0.2144 -0.9887
N 0.2096 1.5456 -0.8974
C 1.4710 1.8044 -0.5740
C 1.9018 3.2224 -0.4392
C 2.2301 0.6265 -0.4477
C 3.6368 0.4573 -0.1214
C 4.3322 -0.6473 -0.6156
C 5.6701 -0.8246 -0.3243
C 6.3425 0.0933 0.4667
C 5.6585 1.1835 0.9759
C 4.3183 1.3649 0.6885
C 1.3243 -0.4033 -0.7286
N 1.4787 -1.7230 -0.7311
H 1.6370 -4.1779 -0.7697
H -0.0517 -4.4054 -0.2756
H 0.3589 -4.3430 -1.9891
H -1.6593 -2.5496 -1.4952
H -3.8028 -1.0895 -2.2071
H -3.2593 -1.5009 -0.5637
H -5.2438 -0.3292 -0.0849
H -5.0756 0.7503 -1.4719
H -3.5234 1.9043 2.0834
H -4.5229 0.4497 1.9713
H -3.5143 -1.7433 1.7782
H -1.5246 -3.1500 2.0865
H 0.7086 -2.1106 2.2906
H 0.9244 0.3408 2.2099
H -1.0557 1.7468 1.8746
H -2.2905 2.5037 0.1388
H -3.6225 3.0538 -0.8935
H -3.0929 1.5129 -2.6124
H -1.4826 1.9342 -1.9760
H 1.2020 3.8606 -0.9736
H 2.9028 3.3557 -0.8435
H 1.9058 3.5261 0.6078
H 3.8045 -1.3642 -1.2244
H 6.1955 -1.6834 -0.7176
H 7.3906 -0.0440 0.6907
H 6.1714 1.8968 1.6061
H 3.7949 2.2052 1.1170

Forces on atoms 1 to 3 (eV/Å):
-0.01 0.04 0.01
-0.05 0.22 -0.03
0.05 0.11 -0.04

---

Density functional theory data (ωB97M-V/def2-TZVPD) for a structure of composition C31H33F2N8O2PbSSe2Te2.

The HOMO-LUMO gap (alpha / beta) comes out at 5.81 / 5.75 eV. Its net charge is +1. The calculation puts the energy above the lowest of the compared OMol25 structures with the same formula, charge and spin at 209.1 kJ/mol.

Positions of all 82 atoms, in Å:
Pb 1.0518 -0.5634 2.2520
C -1.1538 0.7489 6.2054
C -0.1213 0.5071 5.3105
N -0.2640 0.7590 4.0203
C -1.4206 1.2698 3.5902
C -2.4615 1.4681 4.4949
N -2.3231 1.2112 5.7873
C -1.4935 1.6043 2.1502
C -2.5837 2.2645 1.6008
C -2.5897 2.5765 0.2451
C -1.4585 2.2581 -0.5003
C -0.3884 1.6350 0.1219
N -0.4267 1.2813 1.4122
C 0.8829 1.3759 -0.5909
C 1.2683 2.0511 -1.7526
N 2.4294 1.8247 -2.3376
C 3.2273 0.9090 -1.7983
C 2.8734 0.2461 -0.6355
N 1.7116 0.4943 -0.0415
C -3.7346 3.2791 -0.3681
C -4.4355 4.2524 0.3398
C -5.4812 4.9114 -0.2879
N -5.8574 4.6587 -1.5360
C -5.1967 3.7226 -2.2060
C -4.1341 3.0087 -1.6732
H -1.0502 0.5669 7.2675
H 0.8390 0.1126 5.6214
H -3.4374 1.8277 4.1948
H -3.4442 2.5095 2.2044
H -1.4152 2.4911 -1.5545
H 0.6419 2.8055 -2.2111
H 4.1629 0.7186 -2.3091
H 3.5052 -0.5010 -0.1660
H -4.1545 4.5148 1.3508
H -6.0418 5.6823 0.2279
H -5.5328 3.5407 -3.2204
H -3.6457 2.2391 -2.2567
Se 0.7616 -3.7423 5.3309
Te 2.2579 -2.9222 6.9910
Te 4.1052 -1.5984 5.6018
Se 3.8586 -2.3094 3.3307
F -1.6311 -1.7638 3.6141
C -1.1219 -1.7104 2.3250
F -2.1127 -1.0437 1.5984
H -1.1211 -2.7415 1.9543
C -0.5631 -1.2198 -6.1986
C -1.5773 -1.6075 -5.1276
N -0.9646 -2.3569 -4.0300
C -1.2564 -3.7832 -3.9323
C -0.6530 -4.5982 -5.0712
C -0.2887 -1.6575 -3.1022
O -0.2082 -0.4312 -3.1088
C 0.4652 -2.3885 -2.0244
C 1.5339 -3.2360 -2.2991
C 2.3251 -3.6814 -1.2521
C 2.0786 -3.2000 0.0247
N 1.0714 -2.3696 0.2895
C 0.2647 -2.0103 -0.7054
H -1.0521 -0.6339 -6.9764
H -0.1167 -2.1019 -6.6568
H 0.2275 -0.6137 -5.7582
H -2.3666 -2.2244 -5.5560
H -2.0214 -0.7029 -4.7113
H -2.3427 -3.9070 -3.9353
H -0.8835 -4.1465 -2.9779
H -1.1233 -4.3541 -6.0233
H -0.8011 -5.6601 -4.8779
H 0.4169 -4.4095 -5.1654
H 1.7491 -3.5349 -3.3173
H 3.1422 -4.3680 -1.4238
H 2.7050 -3.4792 0.8643
H -0.5778 -1.3777 -0.4412
C 3.7296 2.5674 2.5312
S 4.6784 2.0430 3.9893
C 5.9559 1.1388 3.0761
O 3.8552 0.9775 4.6521
H 4.3410 3.2807 1.9788
H 2.8205 3.0517 2.8825
H 3.4819 1.6988 1.9248
H 6.5690 1.8374 2.5086
H 5.4761 0.4031 2.4349
H 6.5651 0.6253 3.8179

Forces on atoms 1 to 3 (eV/Å):
-0.09 -0.58 0.61
-0.09 0.05 -0.06
0.12 -0.07 0.03

---

no.,F_max (Eh/bohr),M (g mol⁻¹)
1,0.05944,754.003
2,0.11113,195.080
3,0.06925,1196.812
4,0.01977,397.526
5,0.01725,1240.042